C12H28N7O13Pb | the ωB97M-V functional and the def2-TZVPD basis

Properties
- Kohn-Sham gap: 6.485 eV
- Strongest force on any atom: 6.50 eV/Å
- Total charge: -1

Geometry (Å):
Pb: -9.39 -24.38 -11.36
O: -9.88 -26.02 -9.51
O: -8.01 -22.81 -12.99
O: -6.86 -27.95 -11.48
O: -7.36 -24.02 -9.58
O: -6.17 -25.60 -8.67
O: -10.22 -24.35 -13.69
O: -8.08 -28.38 -13.07
O: -9.64 -22.39 -10.01
O: -7.48 -20.79 -12.87
O: -8.14 -26.39 -12.22
O: -11.94 -24.08 -11.33
O: -6.89 -24.05 -7.44
O: -6.19 -22.01 -13.83
N: -7.19 -21.88 -13.19
N: -8.86 -27.87 -8.88
N: -9.86 -20.25 -9.44
N: -14.02 -24.00 -11.95
N: -6.80 -24.53 -8.58
N: -7.71 -27.57 -12.24
N: -9.74 -25.07 -15.74
C: -8.27 -24.86 -15.74
C: -13.08 -24.32 -11.05
C: -13.45 -24.75 -9.62
C: -10.58 -21.83 -7.87
C: -9.70 -26.85 -8.63
C: -11.99 -24.88 -15.11
C: -15.39 -24.32 -11.95
C: -10.57 -24.70 -14.77
C: -8.82 -29.16 -8.30
C: -9.18 -19.70 -10.53
C: -10.48 -26.80 -7.35
C: -10.08 -21.54 -9.19
H: -12.79 -24.08 -9.07
H: -9.87 -27.25 -6.57
H: -15.75 -24.16 -12.97
H: -15.87 -23.63 -11.26
H: -9.56 -18.70 -10.76
H: -7.93 -24.00 -15.16
H: -9.86 -22.34 -7.24
H: -8.08 -24.73 -16.81
H: -10.20 -19.53 -8.81
H: -14.52 -24.60 -9.45
H: -7.67 -25.68 -15.35
H: -10.51 -25.73 -7.11
H: -13.65 -23.64 -12.81
H: -12.18 -25.92 -14.86
H: -9.46 -20.31 -11.38
H: -11.51 -27.10 -7.53
H: -8.90 -29.15 -7.22
H: -15.55 -25.33 -11.60
H: -8.11 -19.57 -10.33
H: -11.49 -22.43 -7.93
H: -12.74 -24.15 -14.80
H: -10.10 -25.75 -16.40
H: -13.19 -25.81 -9.58
H: -9.75 -29.66 -8.58
H: -10.95 -20.97 -7.31
H: -8.28 -27.75 -9.70
H: -11.91 -24.93 -16.20
H: -7.90 -29.62 -8.65